[1]
# C38H38Cl9N7

10 unconnected molecules or ions with the total composition C38H38Cl9N7 (wB97M-V/def2-TZVPD, the Open Molecules 2025 dataset).

Structure (XYZ):
```
92
Properties=species:S:1:pos:R:3:lowdin_charge:R:1
Cl 5.79 -4.98 3.72 0.49
C 4.15 -5.39 3.13 -1.50
Cl 3.35 -6.42 4.38 0.48
Cl 4.23 -6.08 1.50 0.52
H 3.52 -4.50 3.11 0.01
Cl 4.97 5.74 0.92 0.54
C 5.82 4.27 0.60 -1.65
Cl 6.22 3.45 2.06 0.55
Cl 7.32 4.63 -0.19 0.53
H 5.20 3.73 -0.12 0.02
Cl -0.04 9.00 6.43 0.53
C 0.46 7.51 7.18 -1.54
Cl 2.04 7.70 8.01 0.51
Cl 0.54 6.20 5.95 0.49
H -0.38 7.31 7.84 0.01
C -0.35 9.52 -3.21 -0.07
C -0.43 9.50 -1.82 -0.10
C -0.33 8.32 -1.09 -0.14
N -0.19 7.12 -1.71 0.04
C -0.03 7.13 -3.07 -0.14
C -0.06 8.30 -3.86 -0.06
H -0.38 10.48 -3.71 0.10
H -0.48 10.45 -1.31 0.09
H -0.57 8.36 -0.03 0.10
H 0.14 6.17 -3.51 0.09
H 0.10 8.25 -4.93 0.09
C 2.66 -8.00 -4.44 -0.05
C 1.53 -7.17 -4.14 -0.07
C 1.73 -5.81 -3.91 -0.16
N 2.91 -5.20 -4.15 0.05
C 3.91 -5.96 -4.64 -0.17
C 3.87 -7.33 -4.74 -0.08
H 2.55 -9.08 -4.45 0.09
H 0.55 -7.54 -3.89 0.09
H 0.89 -5.25 -3.53 0.10
H 4.85 -5.48 -4.89 0.10
H 4.69 -7.89 -5.16 0.10
C 0.70 1.42 -0.11 -0.10
C 0.71 0.03 -0.37 -0.06
C 1.16 -0.77 0.67 -0.19
N 1.54 -0.35 1.88 0.05
C 1.46 1.05 2.08 -0.10
C 1.09 1.95 1.07 -0.09
H 0.40 2.09 -0.90 0.10
H 0.59 -0.39 -1.35 0.10
H 1.27 -1.80 0.35 0.10
H 1.71 1.45 3.05 0.09
H 1.11 3.02 1.18 0.10
C -1.68 -6.70 3.55 -0.07
C -1.79 -7.86 2.79 -0.09
C -1.89 -7.82 1.41 -0.16
N -1.96 -6.66 0.77 0.04
C -1.83 -5.51 1.45 -0.14
C -1.73 -5.49 2.85 -0.07
H -1.61 -6.76 4.63 0.10
H -1.76 -8.81 3.30 0.10
H -1.99 -8.75 0.88 0.10
H -1.82 -4.64 0.80 0.10
H -1.51 -4.55 3.34 0.09
C -5.26 3.88 -1.95 -0.07
C -5.94 2.68 -2.18 -0.08
C -7.21 2.71 -2.74 -0.13
N -7.76 3.89 -3.14 0.05
C -7.09 5.03 -2.98 -0.17
C -5.86 5.08 -2.34 -0.08
H -4.30 3.99 -1.47 0.10
H -5.45 1.73 -1.96 0.09
H -7.74 1.78 -2.87 0.10
H -7.53 5.95 -3.32 0.10
H -5.31 5.99 -2.14 0.10
C 2.37 -3.12 9.10 -0.07
C 1.78 -4.19 9.84 -0.06
C 0.42 -4.49 9.63 -0.16
N -0.33 -3.78 8.76 0.04
C 0.23 -2.74 8.07 -0.13
C 1.58 -2.43 8.19 -0.09
H 3.43 -2.96 9.22 0.10
H 2.35 -4.76 10.57 0.09
H 0.00 -5.24 10.28 0.09
H -0.43 -2.26 7.37 0.10
H 2.04 -1.67 7.56 0.10
C -1.93 0.55 -8.63 -0.10
C -0.70 0.17 -8.18 -0.08
C -0.23 0.55 -6.90 -0.13
N -0.97 1.30 -6.06 0.05
C -2.14 1.78 -6.59 -0.15
C -2.68 1.37 -7.80 -0.09
H -2.46 0.20 -9.50 0.11
H -0.14 -0.39 -8.91 0.10
H 0.70 0.15 -6.52 0.10
H -2.75 2.33 -5.90 0.10
H -3.65 1.71 -8.13 0.10
```

energy above the lowest of the compared OMol25 structures with the same formula, charge and spin	2.8294	eV
HOMO-LUMO gap	9.780	eV
HOMO	-9.5	eV
structure (SMILES)	ClC(Cl)Cl.ClC(Cl)Cl.ClC(Cl)Cl.c1ccncc1.c1ccncc1.c1ccncc1.c1ccncc1.c1ccncc1.c1ccncc1.c1ccncc1

***

[2]
# C38H38F3N6PbS2

A molecular structure, C38H38F3N6PbS2 (wB97M-V/def2-TZVPD, the Open Molecules 2025 dataset).

Structure (XYZ):
```
88
Properties=species:S:1:pos:R:3:lowdin_charge:R:1
Pb -0.10 -0.21 -0.32 1.31
C 4.07 3.47 2.49 -0.38
S 3.40 3.84 0.86 0.92
C 1.84 3.02 0.78 -0.89
S 1.05 2.37 2.25 0.98
N 1.25 3.17 -0.33 -0.06
N 0.19 2.46 -0.75 -0.06
C -0.81 3.05 -1.27 -0.06
C -1.83 2.25 -1.97 -0.28
C -2.80 2.88 -2.73 -0.01
C -3.70 2.11 -3.45 -0.03
C -3.60 0.73 -3.39 -0.03
C -2.61 0.18 -2.59 -0.13
N -1.76 0.91 -1.88 0.01
H 4.24 4.40 3.01 0.04
H 5.01 2.93 2.35 0.03
H 3.38 2.86 3.06 0.00
H -0.90 4.14 -1.26 0.14
H -2.82 3.96 -2.78 0.12
H -4.46 2.58 -4.06 0.12
H -4.27 0.09 -3.94 0.12
H -2.47 -0.90 -2.53 0.10
C -1.89 -3.34 -0.49 -0.11
N -1.87 -2.25 0.48 -0.35
C -1.22 -2.71 1.71 -0.11
C -3.26 -1.82 0.71 -0.20
C -3.41 -0.71 1.73 -0.20
N -2.91 0.57 1.25 -0.28
C -3.94 1.27 0.49 -0.10
C -2.48 1.41 2.36 -0.11
H -2.42 -4.22 -0.10 0.10
H -0.87 -3.63 -0.75 0.08
H -2.39 -3.02 -1.41 0.08
H -1.81 -3.49 2.21 0.11
H -1.06 -1.88 2.40 0.06
H -0.24 -3.12 1.46 0.09
H -3.86 -2.69 1.04 0.13
H -3.67 -1.49 -0.24 0.11
H -2.90 -0.98 2.66 0.11
H -4.48 -0.64 1.99 0.13
H -4.82 1.49 1.11 0.10
H -4.27 0.66 -0.36 0.08
H -3.54 2.21 0.11 0.08
H -3.30 1.64 3.06 0.10
H -2.08 2.35 1.98 0.07
H -1.68 0.91 2.92 0.05
C 1.09 -1.10 4.15 -0.07
C 1.99 -1.92 3.49 -0.07
C 2.65 -1.43 2.37 -0.02
C 2.43 -0.14 1.89 -0.22
C 1.53 0.68 2.56 -0.50
C 0.87 0.19 3.70 -0.14
C 3.24 0.28 0.71 -0.27
C 4.65 0.38 0.83 -0.01
C 5.38 0.74 -0.25 0.01
C 4.72 1.05 -1.47 -0.15
C 5.42 1.50 -2.61 -0.02
C 4.73 1.82 -3.75 -0.06
C 3.32 1.69 -3.79 -0.06
C 2.63 1.23 -2.70 -0.03
C 3.32 0.91 -1.51 -0.21
N 2.61 0.51 -0.41 0.09
H 0.58 -1.45 5.04 0.12
H 2.17 -2.93 3.83 0.11
H 3.36 -2.06 1.85 0.13
H 0.18 0.84 4.23 0.10
H 5.11 0.15 1.79 0.13
H 6.46 0.82 -0.20 0.13
H 6.50 1.60 -2.57 0.12
H 5.26 2.19 -4.62 0.11
H 2.79 1.94 -4.69 0.11
H 1.56 1.10 -2.74 0.08
F 0.71 -5.28 -8.71 0.14
C 1.59 -4.32 -8.39 -0.59
F 1.56 -3.41 -9.37 0.15
F 2.81 -4.88 -8.41 0.15
C 1.29 -3.70 -7.05 -0.12
C 2.15 -2.71 -6.57 0.00
C 1.91 -2.13 -5.35 -0.01
C 0.80 -2.51 -4.59 -0.25
C -0.05 -3.51 -5.07 -0.02
C 0.20 -4.10 -6.30 0.00
C 0.54 -1.88 -3.32 -0.13
C 0.34 -1.36 -2.24 -0.22
H 3.00 -2.41 -7.17 0.13
H 2.57 -1.36 -4.96 0.11
H -0.90 -3.81 -4.48 0.11
H -0.46 -4.87 -6.68 0.12
```

energy above the lowest of the compared OMol25 structures with the same formula, charge and spin	0.0758	eV
HOMO-LUMO gap	7.507	eV
HOMO	-10.7	eV
net charge	+1

***

[3]
# C38H38IrN2O4PS4Sb

A molecular structure, C38H38IrN2O4PS4Sb (wB97M-V/def2-TZVPD, the Open Molecules 2025 dataset).

Structure (XYZ):
```
89
Properties=species:S:1:pos:R:3:lowdin_charge:R:1
Ir 1.28 -0.72 0.77 0.71
C -1.90 5.71 1.82 -0.04
C -0.70 4.81 1.82 -0.27
C -0.71 3.63 2.56 -0.04
C 0.37 2.76 2.55 -0.08
C 1.49 3.09 1.78 -0.28
C 1.52 4.26 1.05 -0.05
C 0.43 5.11 1.07 -0.04
S 2.80 1.90 1.63 0.58
O 2.69 0.98 2.72 -0.34
O 4.03 2.60 1.39 -0.29
N 2.32 1.06 0.31 -0.29
C 2.74 1.28 -0.98 -0.28
C 3.54 2.31 -1.46 -0.03
C 3.83 2.41 -2.83 -0.08
C 3.34 1.53 -3.75 -0.05
C 2.53 0.46 -3.31 -0.15
C 1.98 -0.51 -4.18 0.00
C 1.22 -1.53 -3.68 -0.04
C 0.99 -1.58 -2.29 -0.12
N 1.48 -0.69 -1.47 -0.05
C 2.25 0.33 -1.94 -0.18
H -2.39 5.73 2.80 0.08
H -2.63 5.37 1.09 0.07
H -1.62 6.73 1.56 0.08
H -1.58 3.38 3.17 0.12
H 0.37 1.85 3.12 0.10
H 2.40 4.51 0.47 0.11
H 0.45 6.03 0.50 0.12
H 3.96 3.02 -0.77 0.09
H 4.46 3.23 -3.15 0.11
H 3.57 1.63 -4.81 0.11
H 2.18 -0.44 -5.24 0.12
H 0.79 -2.28 -4.32 0.11
H 0.40 -2.37 -1.85 0.12
C 3.05 -6.81 -0.27 -0.07
C 3.51 -5.47 0.27 -0.30
O 2.37 -4.82 0.86 -0.34
P 2.58 -3.43 1.63 -0.15
S 3.63 -2.10 0.64 0.31
S 0.75 -2.73 2.03 0.25
O 3.37 -3.84 2.96 -0.33
C 2.76 -4.68 3.96 -0.27
C 3.32 -6.08 3.90 -0.07
H 3.89 -7.31 -0.75 0.08
H 2.26 -6.67 -1.00 0.08
H 2.68 -7.44 0.54 0.07
H 3.89 -4.83 -0.52 0.10
H 4.29 -5.59 1.03 0.11
H 1.67 -4.67 3.82 0.08
H 2.98 -4.20 4.91 0.12
H 3.06 -6.56 2.96 0.06
H 2.92 -6.67 4.71 0.08
H 4.41 -6.05 3.99 0.08
S -0.76 0.08 0.71 0.18
Sb -2.93 1.21 0.05 1.39
C -1.76 2.83 -1.01 -0.36
C -0.42 2.72 -1.35 -0.15
C 0.20 3.74 -2.06 -0.07
C -0.51 4.88 -2.41 -0.08
C -1.84 4.99 -2.05 -0.09
C -2.47 3.97 -1.36 -0.17
C -3.93 -0.09 1.57 -0.40
C -3.65 -1.45 1.63 -0.16
C -4.25 -2.24 2.61 -0.08
C -5.12 -1.66 3.53 -0.09
C -5.40 -0.31 3.47 -0.09
C -4.80 0.48 2.49 -0.15
C -3.32 0.01 -1.65 -0.38
C -2.43 0.03 -2.72 -0.13
C -2.66 -0.77 -3.83 -0.09
C -3.78 -1.59 -3.88 -0.09
C -4.67 -1.61 -2.81 -0.08
C -4.43 -0.81 -1.70 -0.13
H 0.15 1.85 -1.05 0.04
H 1.25 3.64 -2.32 0.09
H -0.02 5.67 -2.96 0.10
H -2.40 5.88 -2.32 0.10
H -3.52 4.07 -1.09 0.09
H -2.96 -1.90 0.93 0.08
H -4.03 -3.30 2.65 0.10
H -5.58 -2.28 4.29 0.10
H -6.07 0.14 4.19 0.10
H -5.02 1.54 2.45 0.09
H -1.56 0.67 -2.70 0.09
H -1.96 -0.75 -4.66 0.10
H -3.96 -2.21 -4.75 0.10
H -5.54 -2.25 -2.85 0.10
H -5.13 -0.85 -0.87 0.09
```

energy above the lowest of the compared OMol25 structures with the same formula, charge and spin	0.0429	eV
HOMO-LUMO gap (spin up / spin down)	5.948 / 5.972	eV
spin multiplicity	6
HOMO (spin up / spin down)	-6.1 / -7.6	eV

***

| no. | largest force on an atom (eV/A) | E (Ha) | molecular weight (u) |
| --- | --- | --- | --- |
| 1 | 2.79 | -5995.67934 | 911.8 |
| 2 | 0.81 | -3087.94796 | 907.1 |
| 3 | 0.79 | -4159.96804 | 1060.0 |